# 1
Entry from the OMol25 dataset: a structure of composition C39H40N10NaO3S (ωB97M-V/def2-TZVPD).

ORCA input file:
```
! wB97M-V def2-TZVPD RIJCOSX def2/J DEFGRID3
* xyz -1 1
Na 0.375 -0.210 -0.359
C -5.642 4.181 1.767
C -4.760 3.104 1.196
C -5.223 1.802 0.994
C -4.404 0.804 0.513
C -3.041 1.021 0.179
N -2.202 0.046 -0.246
C -2.751 -1.027 -0.898
C -3.585 -0.882 -2.030
C -4.017 -1.953 -2.783
C -3.649 -3.261 -2.466
C -4.050 -4.429 -3.325
C -2.859 -3.435 -1.340
C -2.443 -2.359 -0.564
N -1.737 -2.670 0.634
C -2.142 -3.543 1.581
C -1.149 -3.612 2.523
C -0.156 -2.739 2.043
N -0.525 -2.170 0.907
C -2.602 2.353 0.380
C -3.432 3.344 0.877
N -1.285 2.744 -0.013
C -0.978 3.702 -0.907
C 0.394 3.793 -0.957
C 0.830 2.832 -0.030
N -0.188 2.209 0.546
H -6.680 4.042 1.458
H -5.323 5.169 1.430
H -5.624 4.187 2.860
H -6.256 1.564 1.230
H -4.802 -0.194 0.382
H -3.864 0.128 -2.312
H -4.642 -1.774 -3.653
H -4.981 -4.223 -3.856
H -4.195 -5.329 -2.725
H -3.286 -4.653 -4.074
H -2.549 -4.432 -1.046
H -3.104 -4.021 1.519
H -1.143 -4.198 3.426
H 0.800 -2.491 2.472
H -3.016 4.338 1.009
H -1.752 4.198 -1.466
H 0.991 4.433 -1.582
H 1.839 2.557 0.229
N -1.317 1.513 -3.188
C -1.122 0.535 -4.249
C 0.051 -0.428 -4.078
N -0.035 -1.159 -2.824
H -0.444 1.996 -2.995
H -1.554 1.037 -2.320
H -0.995 1.067 -5.197
H -2.046 -0.048 -4.338
H 0.998 0.119 -4.073
H 0.070 -1.088 -4.960
H 0.760 -1.770 -2.678
H -0.876 -1.723 -2.752
C 8.539 -1.282 1.066
C 7.213 -1.206 0.357
C 7.078 -0.515 -0.842
C 5.850 -0.422 -1.482
C 4.736 -1.031 -0.925
C 4.854 -1.735 0.267
C 6.085 -1.816 0.900
S 3.138 -0.885 -1.712
O 2.335 -1.955 -1.138
O 3.383 -0.993 -3.136
O 2.645 0.438 -1.306
H 9.366 -1.084 0.386
H 8.689 -2.266 1.511
H 8.589 -0.547 1.874
H 7.952 -0.049 -1.286
H 5.745 0.099 -2.425
H 3.977 -2.219 0.673
H 6.177 -2.371 1.828
N 10.214 2.700 2.554
C 9.109 2.384 2.588
C 7.728 1.991 2.632
C 7.204 1.426 3.792
C 5.884 1.023 3.832
C 5.069 1.197 2.716
C 5.591 1.770 1.557
C 6.915 2.153 1.512
N 3.729 0.783 2.740
C 2.937 0.488 3.837
C 1.747 0.070 3.329
N 1.781 0.086 1.952
C 2.961 0.526 1.638
H 7.840 1.289 4.656
H 5.493 0.554 4.724
H 4.966 1.903 0.685
H 7.323 2.580 0.607
H 3.269 0.638 4.848
H 0.859 -0.226 3.861
H 3.301 0.658 0.627
*
```

## Properties
HOMO (eV): -3.866
Orbital gap (eV): 5.7064

---

# 2
Entry from the OMol25 dataset: a structure of composition C39H40N3O2PPtS (ωB97M-V/def2-TZVPD).

ORCA input file:
```
! wB97M-V def2-TZVPD RIJCOSX def2/J DEFGRID3
* xyz 4 1
Pt -0.466 0.039 0.234
O -1.359 2.484 1.325
N -0.596 1.429 1.824
C 0.345 1.796 2.612
C 1.264 0.878 3.269
C 1.720 1.311 4.512
C 2.507 0.488 5.309
C 2.873 -0.765 4.849
C 2.437 -1.209 3.603
C 1.637 -0.398 2.802
P 1.250 -1.096 1.199
C 0.645 -2.734 1.445
C -0.094 -3.012 2.610
C -0.587 -4.285 2.817
C -0.380 -5.278 1.860
C 0.327 -5.002 0.695
C 0.843 -3.737 0.481
C 2.665 -1.062 0.134
C 3.920 -0.719 0.651
C 5.039 -0.823 -0.161
C 4.912 -1.246 -1.477
C 3.659 -1.554 -2.004
C 2.535 -1.455 -1.207
H -2.271 2.305 1.610
H 0.378 2.848 2.888
H 1.435 2.291 4.874
H 2.832 0.830 6.282
H 3.505 -1.405 5.451
H 2.733 -2.194 3.261
H -0.252 -2.248 3.361
H -1.116 -4.517 3.732
H -0.756 -6.278 2.034
H 0.497 -5.783 -0.034
H 1.436 -3.552 -0.403
H 4.036 -0.396 1.675
H 6.014 -0.584 0.242
H 5.795 -1.347 -2.094
H 3.567 -1.891 -3.028
H 1.565 -1.717 -1.616
N -2.155 -0.960 0.530
C -2.921 -1.710 1.019
N -3.798 -2.457 1.543
C -4.273 -3.712 0.869
C -4.283 -4.851 1.871
C -5.080 -4.485 3.121
C -4.549 -3.209 3.770
C -4.525 -2.048 2.791
H -3.627 -3.910 0.015
H -5.280 -3.507 0.504
H -3.254 -5.107 2.140
H -4.715 -5.721 1.376
H -5.042 -5.304 3.838
H -6.137 -4.364 2.867
H -3.541 -3.375 4.161
H -5.178 -2.914 4.610
H -4.028 -1.172 3.204
H -5.537 -1.767 2.493
O 0.746 1.346 -0.842
S 1.184 1.511 -2.317
C 1.724 3.250 -2.280
C 2.265 3.758 -3.579
C 3.368 3.114 -4.212
C 3.905 3.646 -5.341
C 3.328 4.836 -5.907
C 2.252 5.506 -5.261
C 1.713 4.964 -4.137
C -0.311 1.629 -3.342
C -1.213 2.807 -3.118
C -1.934 2.974 -1.942
C -2.782 4.061 -1.789
C -2.927 4.986 -2.814
C -2.231 4.814 -4.001
C -1.368 3.734 -4.146
H 2.521 3.231 -1.528
H 0.883 3.841 -1.915
H 3.791 2.218 -3.773
H 4.755 3.187 -5.827
H 3.704 5.212 -6.852
H 1.873 6.432 -5.672
H 0.893 5.453 -3.627
H -0.792 0.665 -3.149
H 0.071 1.613 -4.367
H -1.838 2.256 -1.135
H -3.345 4.189 -0.873
H -3.583 5.836 -2.689
H -2.378 5.503 -4.822
H -0.849 3.586 -5.088
*
```

## Properties
HOMO (alpha / beta) (eV): -17.528 / -17.585
Orbital gap (alpha / beta) (eV): 2.3335 / 2.3528

---

# 3
Entry from the OMol25 dataset: a structure of composition C39H41AsO4PPbS (ωB97M-V/def2-TZVPD).

ORCA input file:
```
! wB97M-V def2-TZVPD RIJCOSX def2/J DEFGRID3
* xyz 3 1
Pb -0.015 1.860 -1.841
C 2.344 9.351 -0.262
O 1.401 8.244 -0.349
C 1.777 6.976 -0.212
C 3.148 6.588 -0.115
C 3.487 5.196 -0.233
C 2.569 4.203 -0.311
C 2.999 2.788 -0.461
C 4.416 2.462 -0.228
O 2.205 1.871 -0.746
C 1.155 4.613 -0.287
O 0.230 3.794 -0.428
C 0.825 5.999 -0.210
H 1.730 10.203 -0.473
H 3.122 9.248 -1.017
H 2.801 9.398 0.720
H 3.928 7.326 -0.006
H 4.548 4.951 -0.255
H 4.972 2.936 -1.035
H 4.590 1.388 -0.221
H 4.755 2.909 0.705
H -0.237 6.216 -0.218
O -2.029 2.039 -0.855
S -2.775 3.422 -0.861
C -4.502 2.885 -0.934
C -5.085 3.084 0.462
C -3.915 2.968 1.476
C -2.775 3.809 0.876
H -4.405 1.836 -1.193
H -4.998 3.419 -1.737
H -5.864 2.363 0.674
H -5.513 4.091 0.502
H -3.609 1.936 1.585
H -4.209 3.322 2.451
H -1.786 3.579 1.267
H -2.963 4.900 0.948
C 0.421 -2.240 -0.147
C 1.497 -2.824 -1.058
As 2.366 -4.367 -0.194
C 1.167 -5.775 0.040
C 1.603 -6.820 0.882
C 0.809 -7.932 1.051
C -0.378 -8.011 0.351
C -0.773 -6.986 -0.502
C -0.008 -5.842 -0.657
C 3.003 -3.655 1.417
C 2.386 -4.041 2.599
C 2.769 -3.431 3.782
C 3.846 -2.535 3.772
C 4.515 -2.210 2.600
C 4.047 -2.726 1.392
P -0.620 -0.840 -0.768
C -2.012 -0.848 0.437
C -1.695 -0.920 1.782
C -2.664 -0.934 2.739
C -4.012 -0.855 2.393
C -4.335 -0.710 1.060
C -3.344 -0.715 0.072
C -1.181 -1.381 -2.380
C -0.398 -0.988 -3.472
C -0.706 -1.453 -4.745
C -1.772 -2.311 -4.933
C -2.586 -2.672 -3.860
C -2.297 -2.243 -2.572
H 0.852 -1.892 0.789
H -0.288 -3.022 0.099
H 2.299 -2.135 -1.337
H 1.087 -3.162 -2.008
H 2.561 -6.763 1.385
H 1.168 -8.750 1.645
H -1.013 -8.912 0.339
H -1.701 -7.109 -1.057
H -0.342 -5.056 -1.352
H 1.621 -4.796 2.607
H 2.275 -3.680 4.703
H 4.268 -2.195 4.729
H 5.378 -1.551 2.562
H 4.551 -2.489 0.470
H -0.654 -0.961 2.117
H -2.417 -1.058 3.771
H -4.791 -0.848 3.140
H -5.358 -0.626 0.721
H -3.640 -0.602 -0.952
H 0.520 -0.406 -3.379
H -0.085 -1.249 -5.604
H -1.982 -2.681 -5.907
H -3.397 -3.374 -4.007
H -2.884 -2.588 -1.737
*
```

## Properties
HOMO (alpha / beta) (eV): -15.567 / -15.635
Orbital gap (alpha / beta) (eV): 5.6231 / 5.9045

---

# 4
Entry from the OMol25 dataset: a structure of composition C39H41BN12O6S2W (ωB97M-V/def2-TZVPD).

ORCA input file:
```
! wB97M-V def2-TZVPD RIJCOSX def2/J DEFGRID3
* xyz 3 2
W 0.095 -0.275 0.513
C -0.401 1.584 -3.668
N 0.601 2.168 -2.755
C 0.383 3.609 -2.678
C 1.343 4.311 -1.734
N 1.104 3.934 -0.342
C -0.221 4.245 0.181
C 2.126 3.565 0.484
C 3.367 4.202 0.319
C 4.342 4.099 1.286
C 4.106 3.341 2.423
C 2.910 2.631 2.556
C 1.931 2.690 1.587
S 0.435 1.729 1.790
C 1.900 1.792 -3.239
C 2.583 2.533 -4.197
C 3.774 2.085 -4.755
C 4.307 0.863 -4.381
C 3.657 0.119 -3.415
C 2.480 0.585 -2.824
S 1.847 -0.597 -1.651
H -0.262 1.935 -4.696
H -1.400 1.868 -3.347
H -0.310 0.499 -3.661
H -0.646 3.761 -2.353
H 0.465 4.122 -3.642
H 1.193 5.389 -1.832
H 2.370 4.070 -1.994
H -0.484 5.243 -0.179
H -0.207 4.270 1.265
H -0.958 3.530 -0.183
H 3.514 4.885 -0.506
H 5.261 4.657 1.171
H 4.843 3.288 3.213
H 2.759 2.002 3.424
H 2.172 3.465 -4.562
H 4.267 2.688 -5.506
H 5.217 0.492 -4.831
H 4.069 -0.835 -3.108
C -0.621 -2.531 -2.576
C -0.400 -3.098 -1.218
C -0.564 -4.449 -0.881
C -0.282 -4.549 0.449
N 0.064 -3.318 0.903
N -0.001 -2.411 -0.135
B 0.642 -2.834 2.145
N -1.297 -0.965 1.841
C -1.981 -1.376 2.921
C -2.853 -0.357 3.269
C -2.635 0.699 2.364
C -3.248 2.051 2.299
N -1.716 0.271 1.498
N 1.263 -1.512 1.916
C 2.499 -1.367 2.293
C 3.415 -0.435 1.767
C 3.214 0.113 0.545
C 4.338 0.741 -0.208
N 1.965 0.048 -0.066
N 0.614 -3.525 3.365
C 0.992 -3.129 4.645
C 0.724 -4.150 5.480
C 0.161 -5.189 4.656
C -0.307 -6.528 5.098
N 0.091 -4.810 3.407
H -1.465 -3.043 -3.037
H 0.255 -2.727 -3.200
H -0.816 -1.464 -2.562
H -0.882 -5.236 -1.543
H -0.284 -5.384 1.131
H -1.828 -2.347 3.366
H -3.573 -0.370 4.071
H -4.244 2.039 2.735
H -3.313 2.403 1.270
H -2.643 2.759 2.869
H 2.899 -2.090 3.004
H 4.392 -0.361 2.224
H 4.771 0.017 -0.902
H 5.124 1.035 0.485
H 4.009 1.603 -0.786
H 1.393 -2.148 4.840
H 0.888 -4.185 6.544
H 0.483 -7.044 5.644
H -0.604 -7.133 4.246
H -1.158 -6.427 5.773
O -2.195 2.063 -0.979
C -2.188 0.869 -1.050
O -0.988 0.190 -0.979
C -3.392 0.046 -1.281
C -3.421 -1.316 -1.015
C -4.603 -2.001 -1.200
C -5.759 -1.394 -1.653
C -5.690 -0.037 -1.907
C -4.541 0.701 -1.724
N -6.910 0.663 -2.386
O -6.800 1.849 -2.596
O -7.892 -0.015 -2.546
N -4.622 -3.447 -0.890
O -3.553 -3.947 -0.580
O -5.672 -4.021 -0.974
H -2.561 -1.851 -0.642
H -6.678 -1.946 -1.795
H -4.548 1.762 -1.928
*
```

## Properties
Energy above the lowest of the compared OMol25 structures with the same formula, charge and spin (eV): 0.0000
HOMO (alpha / beta) (eV): -16.352 / -16.348
Orbital gap (alpha / beta) (eV): 6.0811 / 5.7113

---

# 5
Entry from the OMol25 dataset: a structure of composition C39H41BrF5N7O5PRbS2Se (ωB97M-V/def2-TZVPD).

ORCA input file:
```
! wB97M-V def2-TZVPD RIJCOSX def2/J DEFGRID3
* xyz -2 1
Rb -0.111 0.838 0.773
S -2.045 3.409 1.411
C -3.233 2.157 1.626
C -3.857 2.071 2.884
C -4.881 1.181 3.176
C -5.447 1.158 4.492
N -5.879 1.133 5.561
C -5.332 0.307 2.164
C -4.715 0.351 0.922
C -3.656 1.218 0.608
S -2.959 1.111 -0.978
C -6.397 -0.621 2.399
N -7.247 -1.379 2.578
H -3.518 2.752 3.653
H -5.063 -0.318 0.145
C 4.202 0.905 -1.121
O 3.057 1.755 -1.056
C 2.715 2.431 -2.167
C 3.476 2.507 -3.319
C 2.972 3.196 -4.422
Br 4.043 3.308 -5.991
C 1.736 3.783 -4.410
C 0.954 3.705 -3.247
C 1.447 3.058 -2.113
O 0.770 2.937 -0.973
C -0.412 4.217 -3.201
N -1.117 4.258 -2.107
C -2.376 4.694 -2.473
C -3.518 4.862 -1.697
C -4.659 5.297 -2.344
C -4.672 5.554 -3.724
C -3.545 5.378 -4.507
C -2.400 4.939 -3.851
N -1.121 4.643 -4.296
H 4.113 0.205 -1.955
H 4.227 0.334 -0.199
H 5.116 1.495 -1.222
H 4.443 2.032 -3.371
H 1.376 4.309 -5.284
H -0.134 3.367 -1.057
H -3.487 4.614 -0.642
H -5.572 5.424 -1.777
H -5.591 5.886 -4.190
H -3.560 5.565 -5.573
H -0.826 4.566 -5.252
C 0.093 0.222 -2.865
N -0.238 -1.194 -2.919
C -1.569 -1.468 -3.441
C 0.325 -2.030 -1.975
N 0.878 -1.558 -0.919
N 0.221 -3.391 -2.286
C 0.652 -4.329 -1.272
C 0.571 -3.815 -3.631
H 0.048 0.629 -3.879
H 1.105 0.330 -2.486
H -0.602 0.795 -2.237
H -2.323 -0.896 -2.889
H -1.798 -2.527 -3.352
H -1.616 -1.185 -4.498
H 1.416 -2.255 -0.415
H 1.744 -4.356 -1.155
H 0.314 -5.327 -1.554
H 0.206 -4.077 -0.312
H 0.345 -3.031 -4.347
H 0.004 -4.711 -3.898
H 1.641 -4.051 -3.706
F 9.257 -1.354 4.530
C 8.253 -1.607 3.670
C 8.064 -0.811 2.556
F 8.891 0.228 2.339
C 7.034 -1.086 1.676
F 6.920 -0.260 0.621
C 6.141 -2.148 1.842
Se 4.739 -2.499 0.626
C 6.370 -2.920 2.984
F 5.582 -3.971 3.261
C 7.392 -2.665 3.881
F 7.560 -3.444 4.965
C -3.909 -1.988 4.497
C -2.677 -1.248 4.962
O -1.491 -2.011 4.654
P -0.494 -1.384 3.537
O 0.507 -2.667 3.548
C 1.811 -2.441 2.967
C 2.795 -1.952 4.000
O -1.312 -1.569 2.130
C -1.713 -2.851 1.626
C -2.444 -2.642 0.323
H -4.811 -1.487 4.852
H -3.905 -3.009 4.885
H -3.952 -2.023 3.409
H -2.685 -1.110 6.044
H -2.626 -0.257 4.498
H 1.741 -1.745 2.125
H 2.133 -3.394 2.548
H 2.478 -0.995 4.420
H 3.773 -1.829 3.534
H 2.884 -2.676 4.811
H -2.341 -3.345 2.371
H -0.818 -3.464 1.492
H -3.362 -2.073 0.478
H -2.690 -3.604 -0.133
H -1.827 -2.069 -0.369
*
```

## Properties
Energy above the lowest of the compared OMol25 structures with the same formula, charge and spin (eV): 0.1109
HOMO (eV): -1.839
Orbital gap (eV): 5.0105

---

For each record above, in turn, the calculated max |F| values are 0.4; 2.0; 1.6; 0.5; 0.3 eV Å⁻¹.
For each record above, in turn, the calculated calculated total energy values are -77392.09900; -72984.19211; -135482.81741; -95418.83085; -242373.08031 eV.